[1]
{"formula": "C4H6N2", "method": "ωB97M-V/def2-TZVPD", "lumo_energy_ev": 1.0, "smiles": "[H]/N=C(\\C#C)NC", "homo_energy_ha": -0.324, "gap_ev": 9.83, "symbols": ["H", "N", "C", "C", "C", "N", "C", "H", "H", "H", "H", "H"], "coordinates": [[-0.93669, 1.04096, -2.46055], [-0.45825, 0.20051, -2.16849], [-0.09460, 0.13757, -0.96291], [-0.21741, 1.25718, -0.03427], [-0.26752, 2.31411, 0.55077], [0.25724, -1.09315, -0.34920], [0.42402, -1.30380, 1.13978], [-0.15214, 3.36511, 0.87903], [0.36548, -1.88466, -1.01694], [0.70558, -2.29943, 1.15492], [-0.64248, -1.23547, 1.61996], [1.01679, -0.49892, 1.64790]], "forces_ev_per_a": [[0.500, 0.359, 0.269], [0.004, -0.748, -0.811], [-0.845, -1.627, 2.021], [0.154, 0.977, 0.184], [0.525, 0.660, -0.350], [0.512, 1.137, -0.608], [-3.261, 2.771, -1.240], [-0.396, -1.510, -0.104], [-0.194, 1.048, 1.069], [1.175, -1.699, 0.924], [1.840, -0.184, -0.693], [-0.013, -1.183, -0.662]]}

[2]
{"formula": "C4H6N2", "method": "ωB97M-V/def2-TZVPD", "lumo_energy_ev": 1.0, "smiles": "Cc1cn[nH]c1", "homo_energy_ha": -0.332, "gap_ev": 10.09, "symbols": ["C", "C", "C", "N", "N", "C", "H", "H", "H", "H", "H", "H"], "coordinates": [[0.92852, -1.47928, -0.16586], [0.09069, -0.24811, 0.00016], [-1.26970, -0.16638, 0.37450], [-1.71207, 1.08326, 0.41093], [-0.64747, 1.81389, 0.06453], [0.45356, 1.06806, -0.19028], [0.34435, -2.37826, 0.05497], [1.29693, -1.57397, -1.19289], [1.80009, -1.47361, 0.49754], [-1.93818, -0.98465, 0.61678], [-0.73539, 2.81612, 0.01809], [1.38869, 1.52293, -0.48847]], "forces_ev_per_a": [[0.060, -0.080, -0.052], [-0.028, 0.117, 0.003], [-0.052, -0.074, 0.013], [0.146, -0.153, -0.017], [0.046, 0.155, -0.020], [-0.047, -0.031, -0.008], [0.086, 0.159, -0.006], [-0.041, -0.001, 0.134], [-0.142, -0.008, -0.074], [0.090, 0.150, -0.036], [0.015, -0.159, 0.011], [-0.134, -0.077, 0.053]]}

[3]
{"formula": "C4H6N2", "method": "ωB97M-V/def2-TZVPD", "lumo_energy_ev": 0.7, "homo_energy_ha": -0.325, "gap_ev": 9.54, "symbols": ["N", "C", "C", "C", "C", "N", "H", "H", "H", "H", "H", "H"], "coordinates": [[-3.20875, -0.00875, -0.81149], [-2.18352, 0.31251, -0.32764], [-0.84812, 0.67825, -0.04124], [0.16998, -0.32702, 0.44506], [1.48319, -0.47825, -0.23461], [1.39474, 0.21760, 1.04057], [-1.49446, 0.52072, -1.38345], [-0.58531, 1.72988, 0.09244], [-0.24110, -1.23080, 0.89675], [1.71131, 0.16396, -1.08238], [1.92306, -1.47280, -0.27355], [1.72974, -0.37089, 1.80191]], "forces_ev_per_a": [[-0.050, 0.003, 1.020], [-1.950, -0.473, 0.334], [-0.100, -0.066, -1.608], [-0.316, -0.204, -0.382], [0.094, -0.125, -0.247], [-0.097, 0.080, 0.134], [3.130, 0.682, 0.998], [-0.389, -0.306, -0.121], [0.003, 0.215, -0.138], [-0.066, -0.128, 0.117], [-0.044, 0.168, 0.044], [-0.216, 0.153, -0.151]]}

[4]
{"formula": "C4H6N2", "method": "ωB97M-V/def2-TZVPD", "lumo_energy_ev": 1.1, "smiles": "C1=NN[C@@H]2C[C@H]12", "homo_energy_ha": -0.303, "gap_ev": 9.37, "symbols": ["C", "N", "N", "C", "C", "C", "H", "H", "H", "H", "H", "H"], "coordinates": [[-1.21130, 0.96784, -0.02164], [-1.75901, -0.14197, 0.22852], [-0.88661, -1.15139, -0.10173], [0.40703, -0.71658, -0.46843], [1.16877, 0.10725, 0.56540], [0.24489, 0.72886, -0.44744], [-1.68713, 1.93276, 0.05179], [-1.06916, -1.90219, 0.50605], [0.83617, -1.43190, -1.19288], [2.26554, 0.11404, 0.32098], [1.06960, -0.03874, 1.63573], [0.62122, 1.53203, -1.07633]], "forces_ev_per_a": [[2.019, -0.314, -0.309], [-0.683, -0.142, 0.124], [-1.786, -0.063, -0.069], [0.316, -1.444, 0.210], [1.996, -1.097, -0.616], [-0.619, 3.332, 0.196], [-0.154, -0.083, 0.062], [0.297, -1.240, 0.535], [0.303, 1.012, 0.311], [-1.207, 0.432, 0.014], [-0.831, 0.224, -0.146], [0.351, -0.616, -0.312]]}

[5]
{"formula": "C4H6N2", "method": "ωB97M-V/def2-TZVPD", "lumo_energy_ev": 0.6, "homo_energy_ha": -0.289, "gap_ev": 8.43, "symbols": ["N", "C", "C", "N", "C", "C", "H", "H", "H", "H", "H", "H"], "coordinates": [[-3.08456, -0.46811, -0.02031], [-2.01559, -0.13392, -0.30861], [-0.67683, 0.27909, -0.76994], [0.29460, 0.56771, 0.28076], [1.84401, 0.35841, 0.11848], [0.99822, -0.55511, 0.93774], [-0.25817, -0.52526, -1.38086], [-0.78124, 1.16327, -1.40514], [0.10539, 1.39900, 0.82546], [1.94076, -0.06884, -0.89320], [0.60800, -1.51687, 0.58833], [1.02538, -0.49937, 2.02729]], "forces_ev_per_a": [[1.128, 0.361, -0.197], [-0.867, -0.260, 0.283], [0.167, 0.003, -0.182], [-0.136, 0.116, 0.049], [-0.041, -0.178, -0.231], [-0.146, -0.070, 0.192], [-0.048, 0.094, 0.038], [0.000, -0.108, 0.040], [-0.140, -0.211, 0.053], [-0.015, 0.049, 0.143], [0.080, 0.149, 0.009], [0.018, 0.055, -0.197]]}

[6]
{"formula": "C4H6N2", "method": "ωB97M-V/def2-TZVPD", "lumo_energy_ev": 1.1, "smiles": "C#CC/C=N/N", "homo_energy_ha": -0.343, "gap_ev": 10.42, "symbols": ["C", "C", "C", "C", "N", "N", "H", "H", "H", "H", "H", "H"], "coordinates": [[1.20943, 0.37745, -2.42515], [0.16676, 0.00920, -1.81759], [-1.03522, -0.17032, -0.89734], [-0.45541, -0.57234, 0.52344], [-0.50440, 0.36405, 1.43693], [0.18965, 0.18565, 2.62215], [1.91814, 0.46855, -3.22488], [-1.61965, 0.72261, -0.71871], [-1.73787, -0.91026, -1.31655], [0.27066, -1.43749, 0.58124], [0.53156, 1.22366, 2.97232], [1.06635, -0.26076, 2.26414]], "forces_ev_per_a": [[-4.493, -1.990, 1.877], [2.737, 2.002, -1.335], [1.444, -1.187, 0.829], [0.624, 2.097, 0.382], [-1.031, -1.373, -2.109], [2.641, 2.334, -0.152], [0.068, 0.134, 0.412], [0.245, 0.456, -0.275], [0.504, 0.037, 0.191], [-0.931, 0.680, 0.065], [-1.358, -3.387, -1.199], [-0.449, 0.196, 1.315]]}

[7]
{"formula": "C4H6N2", "method": "ωB97M-V/def2-TZVPD", "lumo_energy_ev": 0.9, "homo_energy_ha": -0.363, "gap_ev": 10.80, "symbols": ["N", "C", "C", "C", "C", "N", "H", "H", "H", "H", "H", "H"], "coordinates": [[-1.47175, 0.44624, -1.43076], [-0.57428, 0.73979, -2.14955], [0.32571, 0.72736, -0.41959], [-0.36760, 0.43710, 0.91772], [0.12141, -1.01274, 0.68596], [1.03578, -0.44498, -0.31071], [0.79761, 1.66908, -0.67865], [0.16930, 0.92718, 1.73595], [-1.43671, 0.61621, 0.98228], [-0.65689, -1.64832, 0.24635], [0.61761, -1.51993, 1.51791], [1.43981, -0.93700, -1.09692]], "forces_ev_per_a": [[0.766, 0.274, -0.661], [-0.802, -0.283, 0.432], [0.343, 0.137, 0.393], [-0.139, 0.071, 0.081], [-0.063, -0.199, 0.175], [-0.012, -0.017, -0.279], [-0.181, -0.140, -0.048], [-0.064, -0.071, -0.162], [0.191, -0.034, 0.031], [0.131, 0.102, 0.062], [-0.097, 0.078, -0.137], [-0.073, 0.082, 0.113]]}

[8]
{"formula": "C4H6N2", "method": "ωB97M-V/def2-TZVPD", "lumo_energy_ev": [0.0, 0.0], "homo_energy_ha": [-0.284, -0.265], "gap_ev": [7.72, 7.22], "symbols": ["C", "N", "C", "C", "N", "C", "H", "H", "H", "H", "H", "H"], "coordinates": [[-1.72985, -0.31064, 0.18865], [-0.38487, -0.19312, 0.24804], [0.72042, -0.91014, 0.46935], [1.77607, -0.16869, -0.16811], [1.40294, 0.97234, -0.67938], [0.04121, 1.09887, -0.28132], [-0.89130, 1.32429, -0.86616], [-2.09505, -0.31244, -0.83442], [-2.27070, -0.84985, 0.94146], [0.68665, -1.94931, 0.76655], [2.78987, -0.55118, -0.29846], [-0.04541, 1.84987, 0.51380]], "forces_ev_per_a": [[-0.289, -0.926, 0.242], [0.036, 0.184, -0.008], [0.050, 0.057, 0.131], [0.002, -0.017, 0.023], [-0.147, -0.252, -0.226], [-0.590, 0.144, -0.031], [1.235, 0.562, -0.896], [-0.345, 0.727, 0.304], [0.095, -0.627, 0.070], [0.049, 0.229, 0.089], [-0.265, 0.181, 0.107], [0.169, -0.262, 0.195]]}

[9]
{"formula": "C4H6N2", "method": "ωB97M-V/def2-TZVPD", "lumo_energy_ev": 0.8, "homo_energy_ha": -0.280, "gap_ev": 8.41, "symbols": ["N", "C", "C", "N", "C", "C", "H", "H", "H", "H", "H", "H"], "coordinates": [[-2.14068, 0.19619, -0.26258], [-0.75341, 0.18112, 0.00555], [-0.01549, 1.31022, 0.23682], [1.40607, 0.67544, 0.08489], [1.32676, -0.76517, 0.05590], [0.01664, -1.05259, -0.03478], [-2.50163, 1.12498, -0.07248], [-2.65168, -0.48052, 0.29154], [1.33882, 1.13958, -0.84139], [2.16188, 1.10862, 0.61033], [2.21190, -1.38670, 0.06116], [-0.39918, -2.05118, -0.13497]], "forces_ev_per_a": [[-0.054, 0.018, 0.237], [0.032, 0.221, 0.069], [-0.250, -0.471, 0.078], [0.056, 0.319, 0.054], [-0.286, 0.017, -0.204], [0.228, 0.036, 0.016], [-0.044, -0.120, -0.061], [-0.007, 0.059, -0.010], [0.648, -0.328, -0.193], [-0.276, -0.069, 0.048], [-0.143, 0.142, -0.032], [0.096, 0.176, -0.003]]}

[10]
{"formula": "C4H6N2", "method": "ωB97M-V/def2-TZVPD", "lumo_energy_ev": 0.9, "smiles": "[H]/N=C1/C=CCN1", "homo_energy_ha": -0.329, "gap_ev": 9.83, "symbols": ["H", "N", "C", "C", "C", "C", "N", "H", "H", "H", "H", "H"], "coordinates": [[-0.70465, -2.50668, 0.34386], [-0.10171, -2.09112, -0.34684], [-0.09374, -0.84296, -0.16851], [0.76495, 0.16572, -0.88375], [0.53615, 1.38733, -0.48525], [-0.29105, 1.33528, 0.74808], [-0.59148, -0.07595, 0.84107], [1.56315, -0.05318, -1.66413], [1.02996, 2.25508, -0.80718], [0.29837, 1.61689, 1.59587], [-1.17836, 1.98696, 0.65553], [-1.65405, -0.40181, 1.15293]], "forces_ev_per_a": [[-0.302, -0.516, 0.353], [-0.285, -0.189, -0.633], [2.534, 1.396, -0.468], [1.664, -1.734, -2.764], [-0.038, -0.151, 1.269], [-1.251, 0.264, -0.877], [-5.667, -1.508, 2.391], [-1.502, -0.122, 0.977], [0.542, 0.990, -0.413], [0.285, 0.513, 0.633], [0.161, -0.343, 0.330], [3.860, 1.398, -0.797]]}

The calculation returns the following ΔE to the lowest compared entry with this formula, charge and spin values, one per record and in order: 293.4; 55.1; 476.8; 259.7; 412.7; 417.1; 356.2; 362.7; 371.3; 142.8 kJ/mol.